Entry 1:
Formula: C19H28ClO2Yb
Source: the Open Molecules 2025 dataset
Level of theory: ωB97M-V/def2-TZVPD

Structure (XYZ):
```
51
Properties=species:S:1:pos:R:3:forces:R:3
O 0.2250 -0.5265 -6.0801 1.0 -0.1 -2.2
C 1.2567 -1.3583 -6.6711 0.4 -0.4 0.2
C 0.9000 -1.0197 -8.1067 0.0 0.3 0.4
H 1.0761 -2.3994 -6.3823 0.5 0.2 -0.1
H 2.2680 -1.0085 -6.4577 0.0 -0.2 0.6
C -0.1787 -0.1382 -7.4483 -0.5 0.5 -1.0
H 0.5073 -1.8624 -8.6820 0.1 0.3 0.0
H 1.6685 -0.4607 -8.6484 -0.1 -0.3 0.0
C -1.5251 -0.6361 -7.9085 -0.9 -0.1 -0.6
H -1.7337 -1.6563 -7.5558 0.0 0.5 0.0
H -1.5006 -0.6822 -9.0193 0.1 0.1 0.6
H -2.3549 0.0596 -7.6902 0.2 -0.4 0.3
C -0.0841 1.3693 -7.6709 0.0 0.2 -0.1
H 0.9461 1.7336 -7.6457 0.0 -0.1 0.2
H -0.6773 1.9156 -6.9236 0.2 -0.2 0.0
H -0.4983 1.6568 -8.6518 0.1 -0.3 0.3
Yb 0.7754 0.0203 -1.8711 -0.8 0.9 3.7
C 1.5284 1.8212 0.3341 0.3 -0.1 -0.5
C 2.4555 0.7507 0.4475 -0.1 0.8 -0.5
C 3.2681 0.7620 -0.7285 -0.5 0.0 0.1
H 2.4996 0.0676 1.3042 0.2 0.4 -0.6
C 2.7671 1.7682 -1.6133 0.1 -0.7 0.0
C 1.6658 2.4123 -0.9515 -0.2 0.1 -0.2
H 1.1147 3.2830 -1.3373 0.4 -0.5 0.3
H 0.8701 2.1886 1.1243 0.1 -0.4 -0.5
H 4.1480 0.1326 -0.8721 -0.5 0.1 -0.2
H 3.2364 2.0616 -2.5573 -0.2 0.0 0.4
C -1.1020 0.3525 0.7735 -0.1 -0.1 -0.7
C -1.4157 1.3461 -0.2035 -0.1 -0.3 0.6
C -1.9893 0.7076 -1.3200 0.6 -0.3 -0.1
H -1.2977 2.4303 -0.1247 0.0 -0.5 0.1
C -1.9832 -0.7157 -1.0632 0.5 0.3 -0.1
C -1.4018 -0.9268 0.2191 -0.1 0.6 -0.4
H -1.2400 -1.9010 0.6919 -0.1 0.5 -0.2
H -0.7425 0.5361 1.7857 0.1 -0.1 -0.4
H -2.3384 1.2548 -2.2088 -0.1 -0.4 0.6
H -2.3436 -1.4925 -1.7457 0.0 0.3 0.5
O -2.0410 -2.3374 -5.4050 1.0 1.2 1.5
C -2.4172 -1.0792 -4.7402 0.2 -0.9 0.3
C -1.1794 -0.5530 -4.0150 -0.2 0.3 0.3
H -3.1650 -1.3107 -3.9410 0.1 0.1 -0.9
H -2.7807 -0.3027 -5.4397 -0.1 -0.9 0.1
C -0.3492 -1.7973 -3.6600 -0.7 -0.4 -0.2
H -1.5689 -0.1111 -3.1243 0.0 0.1 0.2
H -0.6970 0.2316 -4.5909 0.2 -0.3 0.2
C -0.9518 -2.8927 -4.5998 -0.3 -0.4 -0.2
H -0.5648 -2.1415 -2.6287 0.1 0.3 -0.4
H 0.7544 -1.7182 -3.7088 -0.2 -0.1 -0.6
H -1.3727 -3.6950 -3.9588 0.3 0.3 -0.5
H -0.1854 -3.3247 -5.2709 -0.6 0.2 0.3
Cl 1.8530 -1.9874 -0.9283 -0.3 -0.5 -0.6
```
Forces are in eV/Å.

Results
multiplicity = 2
net charge = 0
⟨S²⟩ = 0.75
HOMO-LUMO gap (spin up / spin down) = 6.7 / 6.0 eV

Entry 2:
Formula: C19H28F3N3
Source: the Open Molecules 2025 dataset
Level of theory: ωB97M-V/def2-TZVPD

Structure (XYZ):
```
53
Properties=species:S:1:pos:R:3:forces:R:3
C -5.0561 -4.8711 -1.3045 0.0 0.2 -0.1
H -5.0998 -4.6333 -0.2454 0.0 0.0 0.1
C -4.3939 -3.7245 -2.0560 0.2 -0.2 0.1
H -4.2932 -3.9775 -3.1136 0.0 0.1 -0.1
C -3.0045 -3.4172 -1.4893 -0.3 0.1 -0.2
N -3.0959 -3.0082 -0.0980 0.0 -0.1 0.0
C -3.3657 -1.5986 0.0953 0.0 0.2 -0.1
C -2.1380 -0.6967 -0.1085 0.0 -0.1 0.3
H -1.8102 -0.7549 -1.1482 0.0 0.1 -0.1
H -2.4106 0.3384 0.1053 0.0 0.1 -0.1
C -1.0053 -1.1579 0.8197 0.0 -0.2 -0.3
N 0.2168 -0.3673 0.7784 0.0 0.1 0.1
C 0.7979 -0.1442 -0.5280 0.3 -0.1 0.0
H 0.8230 -1.0827 -1.0818 0.0 0.0 -0.1
C 2.2316 0.3730 -0.3713 -0.2 -0.1 -0.2
N 2.2116 1.6018 0.3882 -0.4 -0.3 -0.1
C 3.1223 2.6059 0.1720 0.4 0.5 -0.1
C 2.9165 3.8797 0.7200 0.1 0.0 0.0
C 3.8073 4.9088 0.4724 0.1 -0.1 0.0
C 4.9199 4.7290 -0.3371 -0.1 0.0 0.1
C 5.1244 3.4765 -0.8900 0.0 0.2 0.0
C 4.2538 2.4353 -0.6414 -0.1 -0.2 0.1
H 4.4721 1.4699 -1.0686 0.0 -0.1 0.0
H 5.9873 3.3062 -1.5158 0.1 0.0 -0.1
H 5.6031 5.5415 -0.5219 0.1 0.1 0.0
C 3.5127 6.2506 1.0746 -0.2 0.4 0.1
F 4.5626 7.0840 1.0664 0.3 -0.1 -0.1
F 3.1098 6.1651 2.3572 0.0 -0.2 0.1
F 2.5197 6.8954 0.4252 -0.1 -0.1 -0.2
H 2.0507 4.0835 1.3297 -0.1 0.0 0.0
C 1.5742 1.4136 1.6739 -0.3 0.1 0.2
H 1.5629 2.3424 2.2393 0.0 0.0 0.0
C 0.1495 0.8966 1.4816 0.2 0.0 0.2
H -0.3117 0.7402 2.4588 0.0 0.0 0.0
H -0.4370 1.6529 0.9308 0.0 0.0 0.1
H 2.1350 0.6618 2.2502 0.0 0.1 0.1
H 2.6369 0.5602 -1.3654 0.0 0.0 0.1
H 2.8367 -0.3950 0.1325 0.0 0.0 -0.1
H 0.2266 0.5990 -1.1124 0.0 -0.1 0.0
C -0.7159 -2.6357 0.5440 -0.3 0.1 0.3
C -2.0062 -3.4419 0.7488 0.3 0.0 0.0
H -1.8234 -4.5034 0.5679 0.0 0.0 0.1
H -2.3355 -3.3296 1.7878 0.1 -0.1 0.0
H -0.3706 -2.7734 -0.4818 0.1 0.0 -0.1
H 0.0640 -2.9894 1.2184 0.1 0.0 0.0
H -1.3662 -1.0857 1.8544 0.0 0.0 0.0
H -4.1642 -1.2986 -0.5858 -0.1 0.0 0.1
H -3.7321 -1.4728 1.1201 -0.1 0.1 0.0
H -2.5169 -2.6596 -2.1221 0.1 -0.1 0.0
H -2.4029 -4.3279 -1.5413 0.1 0.0 0.0
H -5.0221 -2.8352 -1.9844 0.0 0.1 -0.1
H -4.4853 -5.7887 -1.4291 0.0 -0.2 0.0
H -6.0655 -5.0402 -1.6715 -0.1 -0.1 0.0
```
Forces are in eV/Å.

Results
SMILES = CCCN1CCC(N2CCN(c3cccc(C(F)(F)F)c3)CC2)CC1
energy relative to the best compared isomer or geometry (same formula, charge and spin) = 0.0 kJ/mol
net charge = 0
HOMO-LUMO gap = 8.7 eV

Entry 3:
Formula: C19H28F5GdO3Te
Source: the Open Molecules 2025 dataset
Level of theory: ωB97M-V/def2-TZVPD

Structure (XYZ):
```
57
Properties=species:S:1:pos:R:3:forces:R:3
O 1.9918 -2.5657 -1.9808 0.9 -1.5 0.0
C 2.1688 -3.9338 -1.4472 -0.6 0.0 0.5
C 3.2820 -4.3034 -2.4110 -0.6 0.3 0.3
H 1.2459 -4.5147 -1.5811 0.2 0.2 0.3
H 2.4854 -3.9307 -0.3922 -0.3 0.1 -0.3
C 3.0972 -2.8523 -2.8847 1.0 -0.3 -0.9
H 2.9594 -5.0431 -3.1456 0.4 0.0 0.1
H 4.2331 -4.5439 -1.9343 -0.1 0.0 -0.3
C 2.6759 -2.8200 -4.3334 0.1 0.3 -0.1
H 1.7673 -3.4137 -4.4804 0.1 0.2 0.0
H 3.4822 -3.2590 -4.9344 -0.2 0.1 0.0
H 2.5175 -1.7899 -4.6627 -0.1 -0.1 -0.1
C 4.3267 -2.0135 -2.6086 0.0 0.2 -0.2
H 4.6200 -2.0726 -1.5521 -0.1 0.1 -0.2
H 4.1503 -0.9736 -2.9055 0.1 -0.1 0.2
H 5.1597 -2.4017 -3.2124 -0.2 0.1 0.1
Gd -1.3710 1.6253 1.0385 -0.3 0.2 -0.6
C -0.4929 3.4080 2.7345 0.0 -0.5 0.4
C -1.0188 2.4026 3.5990 0.9 0.0 0.0
C -0.2005 1.2395 3.4874 0.4 0.6 -0.1
H -1.8591 2.5143 4.2762 0.2 0.0 -0.3
C 0.8436 1.5229 2.5513 -0.2 0.4 0.4
C 0.6607 2.8653 2.0787 0.3 -0.5 0.3
H 1.3095 3.3804 1.3634 -0.3 -0.2 0.4
H -0.8836 4.4215 2.6265 0.1 -0.5 0.0
H -0.3122 0.3180 4.0640 0.0 0.3 -0.3
H 1.6796 0.8602 2.3038 -0.4 0.4 0.0
C -2.5408 3.8216 -0.1734 0.4 -0.3 -0.7
C -1.1272 3.9352 -0.3396 -0.2 -0.4 -0.8
C -0.6919 2.8534 -1.1745 -0.3 0.6 0.2
H -0.4975 4.7316 0.0645 -0.3 -0.4 -0.2
C -1.8480 2.0733 -1.5195 0.3 0.3 0.2
C -2.9830 2.6839 -0.9094 0.4 0.6 0.3
H -4.0178 2.3766 -1.0256 0.3 -0.1 0.1
H -3.1796 4.5111 0.3740 0.2 -0.3 -0.1
H 0.3318 2.6746 -1.5139 -0.4 0.1 0.1
H -1.8665 1.1935 -2.1650 0.0 0.3 0.2
O -0.9830 -0.6032 0.1650 1.1 -0.4 0.3
C 0.4318 -0.3484 -0.2462 -0.3 -0.3 -0.2
C 1.2476 -1.3746 0.5204 -0.4 0.2 0.5
H 0.7286 0.7124 -0.0785 -0.4 -0.6 0.1
H 0.4932 -0.5550 -1.3262 0.0 0.2 0.3
C 0.3005 -2.5715 0.3734 0.2 0.0 -0.7
H 1.3479 -1.1097 1.5860 -0.1 0.1 -0.4
H 2.2418 -1.4906 0.0845 -0.3 -0.2 0.0
C -1.0581 -1.9873 0.7047 0.2 0.5 0.2
H 0.5867 -3.4733 0.9193 -0.2 0.2 0.1
H 0.2997 -2.7914 -0.6973 -0.2 -0.2 0.3
H -1.1963 -1.9576 1.8002 -0.3 0.2 -0.5
H -1.8998 -2.4800 0.2004 0.3 0.2 0.3
F -3.5644 3.6699 2.6226 -1.0 -0.9 0.3
Te -4.6694 2.0917 2.6625 1.6 0.2 -0.6
F -5.3684 2.6514 0.9798 -0.1 -0.3 1.3
F -5.8169 0.5797 2.7214 0.5 1.4 0.2
F -3.9454 1.7233 4.3904 -1.0 0.2 -0.9
F -5.9568 3.2072 3.5178 0.9 -1.3 -0.8
O -3.3172 1.1257 1.8255 -2.2 0.4 1.2
```
Forces are in eV/Å.

Results
multiplicity = 8
energy relative to the best compared isomer or geometry (same formula, charge and spin) = 28.4 kJ/mol
net charge = 0
⟨S²⟩ = 16.05
HOMO-LUMO gap (spin up / spin down) = 6.9 / 5.3 eV

Entry 4:
Formula: C19H28F5LuO3Te
Source: the Open Molecules 2025 dataset
Level of theory: ωB97M-V/def2-TZVPD

Structure (XYZ):
```
57
Properties=species:S:1:pos:R:3:forces:R:3
O 1.2144 -1.6048 -1.5549 -0.6 -1.8 -0.8
C 0.4507 -2.7630 -2.1834 0.0 0.5 0.4
C 1.6026 -3.7180 -1.9087 0.0 0.6 0.0
H 0.2534 -2.5297 -3.2356 0.1 0.0 0.4
H -0.4676 -2.9776 -1.6228 0.2 0.3 -0.2
C 2.4537 -2.4511 -1.5960 0.4 0.0 0.5
H 1.9196 -4.3561 -2.7287 -0.1 0.0 0.2
H 1.4013 -4.2901 -0.9808 0.3 0.2 -0.6
C 3.3457 -1.7695 -2.6001 0.4 0.4 -0.3
H 2.8096 -1.5798 -3.5294 0.3 0.2 0.3
H 4.2322 -2.3767 -2.8072 -0.1 0.2 0.1
H 3.6932 -0.8068 -2.1899 -0.2 -0.4 0.1
C 3.2297 -2.5866 -0.3023 -0.2 0.1 0.4
H 2.6692 -3.1705 0.4368 0.2 0.3 0.0
H 3.4796 -1.5923 0.0936 0.0 -0.4 0.0
H 4.1655 -3.1284 -0.5265 -0.4 0.2 0.1
Lu 0.0482 -0.0359 -0.4999 -0.3 -2.1 2.5
C -0.6041 -0.4739 2.0559 -0.4 -0.4 -0.3
C -1.7873 -0.9519 1.4176 0.7 -0.3 0.2
C -1.4782 -2.1689 0.7566 0.5 0.2 0.1
H -2.7797 -0.5345 1.5105 0.3 0.1 -0.1
C -0.1097 -2.4727 1.0140 -0.3 0.6 0.3
C 0.4378 -1.4202 1.8064 -0.4 -0.3 -0.3
H 1.4416 -1.4058 2.2283 -0.3 0.1 -0.2
H -0.5446 0.4067 2.6981 0.0 -0.3 -0.3
H -2.1825 -2.7838 0.1964 0.2 0.2 0.2
H 0.3949 -3.4014 0.7578 -0.1 0.3 -0.1
C 0.4933 2.2183 0.3903 0.8 0.5 -0.4
C 1.5556 1.4185 0.8990 0.6 0.5 -0.6
C 2.3435 0.9665 -0.2026 -0.2 0.7 0.1
H 1.7929 1.2556 1.9497 -0.2 -0.1 -0.4
C 1.7643 1.4909 -1.4063 0.2 0.6 0.5
C 0.6405 2.2842 -1.0342 0.8 0.4 0.3
H 0.0623 2.9159 -1.7009 0.0 -0.4 0.2
H -0.2364 2.7736 0.9806 0.2 -0.4 -0.3
H 3.2933 0.4380 -0.1241 -0.5 0.0 -0.1
H 2.1643 1.3754 -2.4156 -0.2 0.0 0.4
O 2.1065 -3.0131 -4.6118 0.7 -1.2 -1.1
C 3.3663 -3.7218 -4.7236 0.3 0.0 0.0
C 3.3049 -4.7366 -5.8751 -0.3 0.6 0.0
H 3.6008 -4.2094 -3.7606 -0.2 0.2 -0.4
H 4.1791 -3.0175 -4.9436 -0.3 0.1 0.3
C 1.8766 -4.5873 -6.4459 -0.2 -0.1 0.3
H 3.5292 -5.7439 -5.5257 -0.1 0.0 -0.1
H 4.0629 -4.4378 -6.6064 -0.2 -0.3 0.0
C 1.2358 -3.4079 -5.6679 -0.1 -0.2 -0.4
H 1.3017 -5.5036 -6.2819 0.1 0.1 -0.1
H 1.8842 -4.3782 -7.5205 0.0 -0.1 0.2
H 0.2741 -3.6779 -5.2041 0.2 0.0 -0.3
H 1.0731 -2.5648 -6.3528 0.0 0.0 0.3
F -2.4117 1.8607 1.0105 -1.0 0.2 -1.0
Te -3.1760 1.6851 -0.7374 1.7 -0.7 0.6
F -3.9168 1.6266 -2.4812 0.1 0.2 1.4
F -4.1815 0.2121 -0.0668 0.2 1.3 -0.8
F -4.5656 2.8524 -0.1536 1.1 -1.2 -0.7
F -2.1727 3.2361 -1.1720 -1.0 -0.6 0.1
O -1.7659 0.5618 -1.2339 -2.6 1.3 -0.5
```
Forces are in eV/Å.

Results
energy relative to the best compared isomer or geometry (same formula, charge and spin) = 0.0 kJ/mol
net charge = 0
HOMO-LUMO gap = 6.5 eV

Number 1: electronic energy -68301.2524 eV. Number 2: electronic energy -32780.7697 eV. Number 3: electronic energy -68014.2207 eV. Number 4: electronic energy -80801.5418 eV.